# 1
{
  "formula": "C45H55AsCsGeN6S3Si",
  "method": "ωB97M-V/def2-TZVPD",
  "symbols": ["Cs", "C", "C", "N", "C", "S", "N", "N", "C", "C", "C", "C", "C", "C", "C", "N", "H", "H", "H", "H", "H", "H", "H", "H", "H", "H", "H", "H", "H", "C", "N", "C", "N", "S", "H", "H", "H", "H", "H", "H", "C", "C", "C", "C", "C", "C", "Ge", "C", "C", "C", "C", "C", "C", "C", "C", "C", "C", "C", "C", "H", "H", "H", "H", "H", "H", "H", "H", "H", "H", "H", "H", "H", "H", "H", "C", "C", "C", "C", "C", "C", "Si", "C", "C", "C", "C", "C", "C", "H", "H", "H", "H", "H", "H", "H", "H", "H", "H", "H", "C", "As", "C", "C", "S", "H", "H", "H", "H", "H", "H", "H", "H", "H", "H"],
  "positions_angstrom": [[0.00255, -0.80818, 0.43835], [-4.29895, -1.66449, -5.17548], [-3.97932, -0.28653, -4.62077], [-2.62610, -0.23509, -4.13131], [-2.28948, -0.60799, -2.86024], [-0.90291, 0.23443, -2.33118], [-2.97372, -1.45724, -2.15754], [-2.56311, -1.80858, -0.85812], [-3.48079, -2.52991, -0.28317], [-4.83575, -2.82835, -0.89731], [-3.13318, -3.12590, 1.01943], [-3.92240, -4.02261, 1.73033], [-3.43235, -4.52212, 2.93657], [-2.17850, -4.11991, 3.38238], [-1.46154, -3.23476, 2.59624], [-1.91461, -2.74015, 1.42904], [-5.30955, -1.67952, -5.59535], [-4.24435, -2.43446, -4.39963], [-3.59566, -1.94035, -5.96855], [-4.69467, -0.01021, -3.83776], [-4.08903, 0.44866, -5.42571], [-2.09280, 0.60164, -4.33995], [-5.22387, -1.95156, -1.42456], [-5.58633, -3.08266, -0.14771], [-4.73511, -3.65757, -1.60353], [-4.88752, -4.35214, 1.37143], [-4.02182, -5.22425, 3.51825], [-1.76507, -4.48914, 4.31314], [-0.47395, -2.88704, 2.88466], [2.92080, 0.53365, 4.66481], [1.94465, -0.46351, 4.29393], [2.12352, -1.53041, 3.48586], [3.34279, -1.71944, 2.95024], [0.87495, -2.57017, 3.15300], [2.44085, 1.26882, 5.31476], [3.29964, 1.02271, 3.76352], [3.74576, 0.05024, 5.19466], [1.00461, -0.36534, 4.66131], [4.14271, -1.15665, 3.19304], [3.49537, -2.53169, 2.36580], [3.43063, 5.10242, 0.72790], [3.25474, 4.96663, -0.65226], [2.17650, 4.22955, -1.15236], [1.26880, 3.62516, -0.27090], [1.44910, 3.76356, 1.11196], [2.52789, 4.50100, 1.60963], [-0.22709, 2.60421, -0.93651], [-1.89481, 3.37927, -0.35266], [-1.91496, 4.57272, 0.38317], [-3.13310, 5.12070, 0.79755], [-4.33402, 4.47976, 0.47953], [-4.31792, 3.28965, -0.25361], [-3.10117, 2.73987, -0.66893], [-0.16811, 2.48493, -2.86141], [-1.21117, 2.99697, -3.64626], [-1.15136, 2.90258, -5.04036], [-0.05146, 2.29694, -5.65505], [0.99005, 1.78505, -4.87587], [0.93244, 1.87833, -3.48185], [4.26521, 5.67334, 1.11354], [3.95340, 5.43327, -1.33468], [2.05266, 4.13683, -2.22231], [0.75475, 3.30106, 1.80203], [2.66398, 4.60631, 2.67818], [-0.99529, 5.08243, 0.63431], [-3.14619, 6.04265, 1.36437], [-5.27612, 4.90509, 0.80059], [-5.24775, 2.79348, -0.49990], [-3.09779, 1.81776, -1.23630], [-2.06695, 3.47114, -3.18652], [-1.95715, 3.29966, -5.64417], [-0.00627, 2.22478, -6.73396], [1.84169, 1.31634, -5.35184], [1.74351, 1.47919, -2.88592], [7.07915, -2.00997, 1.00694], [6.39799, -0.88212, 0.53928], [5.13648, -1.01937, -0.04932], [4.55329, -2.28787, -0.17176], [5.23805, -3.41692, 0.29882], [6.49924, -3.27656, 0.88704], [2.88910, -2.46304, -0.95362], [2.77677, -3.45768, -2.50595], [3.10734, -4.82001, -2.50061], [3.02287, -5.56596, -3.68077], [2.60837, -4.95440, -4.86779], [2.27717, -3.59609, -4.87575], [2.36049, -2.84755, -3.69710], [8.05527, -1.90271, 1.46192], [6.84754, 0.09802, 0.63242], [4.61836, -0.13877, -0.40886], [4.80032, -4.40284, 0.21331], [7.02682, -4.14917, 1.24972], [1.70971, -1.78430, -0.39839], [3.42865, -5.30608, -1.58878], [3.27862, -6.61755, -3.67518], [2.54378, -5.53258, -5.78042], [1.95639, -3.12329, -5.79508], [2.10229, -1.79584, -3.71523], [-0.80318, 3.23985, 4.83330], [-1.82611, 1.56363, 4.71401], [-3.74286, 1.82872, 4.35881], [-1.45877, 0.30515, 6.18086], [-1.17295, 0.71647, 3.18683], [-1.13494, 3.80929, 5.72541], [-0.97817, 3.84713, 3.92154], [0.27822, 3.00903, 4.92380], [-4.21083, 2.33283, 5.22891], [-4.22973, 0.84518, 4.19619], [-3.86902, 2.45951, 3.45489], [-1.82096, 0.73864, 7.13537], [-0.36650, 0.12315, 6.24900], [-1.98359, -0.65308, 5.98790], [2.37292, 0.66227, 1.11633]],
  "total_energy_ev": -214773.4602,
  "total_charge": -2,
  "fmax_ev_per_a": 8.04,
  "spin_multiplicity": 2,
  "s2": 0.757,
  "gap_ev": [2.3, 2.3],
  "molar_mass_g_mol": 1084.701
}

***

# 2
{
  "formula": "C45H55N13OPPbS2",
  "method": "ωB97M-V/def2-TZVPD",
  "symbols": ["Pb", "C", "C", "N", "C", "C", "N", "C", "C", "C", "N", "C", "C", "N", "C", "H", "H", "H", "H", "H", "H", "H", "H", "H", "H", "H", "H", "H", "H", "H", "H", "H", "H", "H", "H", "H", "H", "H", "H", "C", "N", "C", "N", "C", "N", "C", "C", "C", "C", "C", "C", "C", "N", "N", "C", "O", "C", "C", "C", "C", "C", "C", "N", "C", "N", "C", "N", "C", "H", "H", "H", "H", "H", "H", "H", "H", "H", "H", "H", "H", "H", "H", "H", "H", "S", "P", "S", "C", "C", "C", "C", "C", "C", "C", "C", "C", "C", "C", "C", "H", "H", "H", "H", "H", "H", "H", "H", "H", "H", "C", "C", "C", "N", "H", "H", "H", "H", "H"],
  "positions_angstrom": [[-0.06507, 0.47263, 0.49356], [-1.15308, -3.03960, -1.29770], [-1.09848, -2.94445, 0.22113], [0.26006, -2.76289, 0.79227], [2.57840, -3.77601, 1.72483], [4.04767, -3.64625, 1.29619], [2.12860, 0.27624, 0.35815], [2.93512, 1.47387, 0.10751], [2.65668, 2.24120, -1.18802], [1.34422, 3.01512, -1.20763], [0.12456, 2.16653, -1.29166], [-0.11240, 1.60592, -2.64529], [0.26789, 0.14324, -2.78411], [-0.49478, -0.69426, -1.84793], [-0.23484, -2.11819, -2.08288], [-2.18759, -2.83911, -1.59038], [-0.95994, -4.06703, -1.61237], [-1.57157, -3.83598, 0.64577], [-1.67412, -2.08586, 0.57114], [0.16637, -2.79503, 1.80544], [2.46786, -4.66901, 2.33999], [2.25692, -2.91494, 2.30897], [4.17655, -3.81817, 0.23044], [4.67061, -4.36092, 1.83042], [2.32872, -0.40511, -0.37289], [4.00044, 1.21687, 0.11853], [2.78325, 2.15988, 0.94731], [2.71099, 1.55879, -2.04118], [3.45640, 2.97023, -1.33923], [1.34097, 3.71076, -2.05161], [1.25629, 3.61439, -0.29868], [-0.66700, 2.76591, -1.07336], [0.44813, 2.18258, -3.38527], [-1.17182, 1.72046, -2.87578], [1.32874, -0.00548, -2.57550], [0.09411, -0.16160, -3.82261], [-1.48675, -0.50201, -1.99141], [0.81795, -2.31115, -1.85684], [-0.36738, -2.35168, -3.14638], [-2.08942, 4.77853, 4.35406], [-1.19055, 3.99035, 3.50595], [-1.44183, 2.95616, 2.71308], [-0.34139, 2.62122, 2.04651], [0.57170, 3.52603, 2.50076], [0.09715, 4.36549, 3.38392], [-2.51236, 6.06073, 3.68240], [-2.21408, 7.27408, 4.28485], [-2.58842, 8.46782, 3.68130], [-3.25654, 8.45319, 2.47255], [-3.56818, 7.23508, 1.86764], [-3.19693, 6.04132, 2.47258], [-4.29333, 7.25677, 0.59905], [-4.64438, 8.29173, -0.07805], [-5.33307, 7.82542, -1.18291], [-5.35306, 6.54396, -1.08969], [-4.69945, 6.09577, 0.01844], [-5.98532, 5.59164, -1.99884], [-6.58107, 6.06908, -3.16541], [-7.20678, 5.18347, -4.02298], [-7.22888, 3.82503, -3.73267], [-6.63286, 3.34671, -2.57402], [-6.68763, 1.87161, -2.25588], [-5.44787, 1.39794, -1.64164], [-4.20350, 1.49945, -2.10990], [-3.34009, 0.99681, -1.23935], [-4.15402, 0.60110, -0.22329], [-5.43169, 0.82715, -0.42352], [-6.01430, 4.23490, -1.70311], [-1.52737, 4.99574, 5.25890], [-2.93866, 4.14578, 4.61295], [-2.40817, 2.48512, 2.63081], [1.59714, 3.56321, 2.17313], [-1.68182, 7.29119, 5.22789], [-2.35407, 9.41004, 4.15699], [-3.55477, 9.37180, 1.98633], [-3.45594, 5.10172, 1.99681], [-6.55228, 7.12886, -3.37822], [-7.67846, 5.54901, -4.92470], [-7.71703, 3.13749, -4.41317], [-6.86940, 1.29381, -3.16177], [-7.47802, 1.63907, -1.54401], [-3.97410, 1.94910, -3.06314], [-3.79849, 0.14130, 0.68577], [-5.57327, 3.88162, -0.77846], [3.02058, -6.54558, -0.33503], [1.25314, -6.38798, 0.36570], [1.42017, -3.93960, 0.33305], [-0.13359, -6.72084, -0.67397], [-1.33487, -7.23394, -0.17183], [-2.36146, -7.53452, -1.05077], [-2.19068, -7.33690, -2.41554], [-0.99193, -6.83915, -2.91668], [0.04117, -6.53143, -2.05171], [0.96669, -6.69550, 2.08836], [-0.16457, -6.18493, 2.73855], [-0.35889, -6.45464, 4.08031], [0.56718, -7.23068, 4.77329], [1.69655, -7.72285, 4.13475], [1.90781, -7.45256, 2.79075], [-1.45799, -7.43596, 0.88277], [-3.28868, -7.94335, -0.67346], [-2.98980, -7.59629, -3.09734], [-0.86026, -6.71162, -3.98251], [0.99036, -6.17713, -2.43533], [-0.88538, -5.58042, 2.19917], [-1.23385, -6.07243, 4.58839], [0.40143, -7.45408, 5.81881], [2.40973, -8.32610, 4.67960], [2.77907, -7.84414, 2.28121], [6.34650, -0.72786, 4.22062], [5.95149, -0.44748, 2.76078], [5.21665, -1.53478, 2.14718], [4.60600, -2.33795, 1.60539], [6.75587, 0.18819, 4.63828], [7.10787, -1.50226, 4.27788], [5.48740, -1.02408, 4.81920], [6.83199, -0.27954, 2.13358], [5.30670, 0.43203, 2.66987]],
  "total_energy_ev": -105159.8650,
  "total_charge": 3,
  "fmax_ev_per_a": 0.83,
  "spin_multiplicity": 1,
  "gap_ev": 5.1,
  "molar_mass_g_mol": 1096.333,
  "de_lowest_ev": 0.897
}